Entry 1:
ORCA calculation (ωB97M-V/def2-TZVPD) on a structure of composition C31H26F5MoN3.

For the strongest force on any atom, the calculation gives 1.27 eV/A. The HOMO energy (spin up / spin down) comes out at -14.32 / -14.32 eV. For the energy relative to the best compared isomer or geometry (same formula, charge and spin), the calculation gives 0.429 eV. Its net charge is +2. As for the frontier orbital gap (spin up / spin down): 0.253 / 0.253 Ha.

XYZ file:
```
66
Properties=species:S:1:pos:R:3:forces:R:3
Mo 0.0612 -0.7517 -0.0014 0.058 -1.203 0.418
C -1.1205 -0.8061 -2.0171 0.416 0.257 -0.095
C -0.3800 -2.0448 -2.0003 0.064 0.355 -0.693
C -0.7983 -2.7989 -0.9021 0.052 -0.374 0.091
C -1.8522 -2.1128 -0.2658 -0.376 0.433 0.122
C -2.0516 -0.8573 -0.9571 -0.032 0.158 0.447
C -3.1724 0.1054 -0.7250 -0.019 -0.005 0.043
C -2.8502 -2.7876 0.6236 0.048 -0.013 -0.034
C -0.2865 -4.1436 -0.4966 -0.014 -0.058 -0.020
C 0.3496 -2.5993 -3.1842 0.030 0.043 0.084
C -1.0654 0.2266 -3.0999 0.069 0.003 0.020
H -3.9990 -0.1248 -1.4005 -0.005 0.001 0.007
H -2.8693 1.1352 -0.9171 0.005 -0.021 -0.020
H -3.5521 0.0473 0.2950 -0.006 -0.017 -0.045
H -3.5012 -3.3673 -0.0370 -0.020 -0.013 0.031
H -3.4817 -2.0948 1.1714 -0.013 0.012 -0.047
H -2.4012 -3.4919 1.3228 0.023 0.006 -0.021
H -0.9879 -4.9072 -0.8433 0.037 -0.037 0.013
H -0.2088 -4.2549 0.5861 -0.037 0.057 0.007
H 0.6871 -4.3669 -0.9280 -0.009 0.019 -0.030
H -0.4203 -3.0530 -3.8153 0.024 -0.010 -0.023
H 1.0576 -3.3861 -2.9339 -0.010 -0.005 0.021
H 0.8487 -1.8436 -3.7831 -0.003 0.044 0.009
H -1.7993 -0.0080 -3.8741 0.014 0.000 -0.007
H -0.0842 0.2644 -3.5737 -0.016 -0.011 0.023
H -1.2946 1.2232 -2.7224 -0.024 -0.017 0.018
C -2.8291 -0.4382 3.5297 -0.056 0.064 0.070
C -3.1244 0.9155 3.5435 -0.100 0.016 0.088
C -2.4380 1.7605 2.6907 -0.039 0.146 0.045
C -1.5087 1.2272 1.8191 0.204 -0.065 -0.276
N -1.2729 -0.1049 1.7437 0.037 -0.027 0.130
C -1.8991 -0.8987 2.6257 0.260 -0.004 -0.111
C -0.6101 2.0505 0.9942 0.296 -0.762 0.070
C -0.6129 3.3530 0.7637 0.115 0.669 -0.176
C 0.5159 4.0002 0.0715 -0.408 -0.008 0.216
C 1.5727 3.3201 -0.3546 0.234 -0.100 -0.099
C 1.6581 1.8357 -0.2242 -0.212 -0.100 0.429
N 0.4562 1.2470 0.4715 -0.228 -0.110 -0.156
C 2.0550 1.0514 -1.4410 -0.273 -0.312 0.055
C 2.8535 1.5623 -2.4315 0.149 0.065 -0.088
C 3.5426 0.6819 -3.2639 0.034 0.108 -0.047
C 3.4441 -0.6710 -3.0250 0.015 -0.080 0.008
C 2.5714 -1.1080 -2.0422 0.008 -0.032 0.117
N 1.8346 -0.2807 -1.3035 -0.058 0.067 0.015
H -3.2971 -1.1319 4.2139 -0.003 0.028 -0.001
H -3.8546 1.3129 4.2364 0.013 0.005 -0.012
H -2.5958 2.8303 2.7257 0.007 -0.045 0.006
H -1.6227 -1.9395 2.6104 0.043 -0.003 0.009
H -1.4329 3.9616 1.1230 0.070 0.026 -0.031
H 0.4910 5.0761 -0.0399 -0.026 -0.030 0.009
H 2.4264 3.8342 -0.7761 -0.046 -0.004 -0.010
H 2.9895 2.6301 -2.5233 0.010 -0.016 -0.031
H 4.1878 1.0585 -4.0467 -0.020 0.020 0.015
H 4.0180 -1.3961 -3.5856 -0.004 0.041 0.001
H 2.4668 -2.1593 -1.8301 -0.034 -0.067 -0.011
F 0.7717 -1.0963 3.2361 -0.093 -0.013 -0.190
C 1.2298 0.0914 2.7936 0.040 -0.030 0.079
C 1.3591 0.3198 1.3604 -0.201 0.595 -0.815
C 2.5496 1.1958 0.9176 -0.091 0.108 -0.065
F 3.6893 0.5729 0.4851 -0.008 -0.109 0.037
C 2.9322 2.1974 1.9471 0.120 0.259 -0.210
F 3.7126 3.1836 1.5104 -0.033 -0.050 0.045
C 2.5340 2.1102 3.2058 -0.130 -0.082 0.448
F 2.8552 2.9964 4.1290 -0.027 -0.046 -0.097
C 1.7764 0.9360 3.6600 0.172 0.223 0.322
F 1.7775 0.7104 4.9587 0.005 0.050 -0.104
```
Positions in Å, forces in eV/Å.

Entry 2:
ORCA calculation (ωB97M-V/def2-TZVPD) on a cluster of 40 separate species, H80O40 in total.

For the strongest force on any atom, the calculation gives 2.60 eV/A. The HOMO energy comes out at -10.04 eV. For the energy relative to the best compared isomer or geometry (same formula, charge and spin), the calculation gives 5.562 eV. Its net charge is 0. As for the frontier orbital gap: 0.350 Ha.

XYZ file:
```
120
Properties=species:S:1:pos:R:3:forces:R:3
H 4.4323 2.7753 2.9686 0.049 -0.038 -0.024
H 3.5066 1.9597 2.0774 -0.080 -0.003 -0.052
O 4.1685 1.8684 2.7777 0.075 0.866 0.042
H -2.0974 -3.6573 1.0412 -0.359 0.369 0.567
H -3.4761 -3.5685 0.4865 -0.410 0.203 0.003
O -2.9882 -3.3248 1.2847 0.576 -0.787 -0.500
H 1.3645 -0.7152 1.2536 0.097 -0.047 -0.167
H 0.4161 -0.2217 2.2798 -0.447 0.022 0.469
O 1.3688 -0.3244 2.1309 0.297 0.171 -0.434
H 4.6753 -0.2837 2.2632 0.312 0.279 0.159
H 5.7483 0.3338 1.2255 -0.021 0.194 0.683
O 5.0125 -0.2674 1.3494 -0.220 -0.889 -0.869
H 0.5294 -4.8544 4.9208 0.737 0.291 0.194
H 1.2012 -3.9378 3.7501 0.781 0.199 0.436
O 0.4487 -4.4198 4.0769 -1.569 -0.407 -0.730
H -0.9992 0.9058 -5.1739 -0.034 -0.577 0.109
O -0.5989 1.4595 -5.8390 0.224 1.636 -0.283
H 2.8449 3.1340 -0.7016 -0.197 0.391 0.255
O 3.3480 2.8474 0.0721 0.241 -0.363 -0.746
H 1.5318 0.5762 -2.5923 -0.304 -0.557 1.052
H 0.8233 -0.9567 -2.8578 0.362 0.152 1.199
O 1.1700 -0.1164 -3.1355 0.027 0.590 -2.534
H 3.9100 -3.9376 -0.6427 0.666 0.094 -0.433
H 5.1167 -3.0649 -0.0304 0.231 -0.120 -0.677
O 4.2533 -3.4460 0.1039 -1.024 0.081 1.231
H 2.5142 0.4684 -6.1877 -0.481 0.241 -1.037
H 3.1359 0.1082 -4.9857 0.677 -0.318 0.170
O 3.3941 0.2261 -5.9141 -0.306 0.012 0.989
H 2.5263 -2.7447 1.5627 0.226 0.185 -0.576
H 3.3152 -3.6431 2.4535 0.054 -0.056 -0.090
O 2.5298 -3.0867 2.4434 -0.098 -0.357 0.975
H 4.1035 -1.5606 -1.8064 -0.347 -0.146 0.349
O 4.2827 -2.1854 -2.5183 0.148 0.410 0.194
H -4.8511 0.2763 -1.8310 0.076 0.137 0.487
H -5.1620 -0.9471 -2.6149 0.151 -0.573 -0.213
O -4.5855 -0.6675 -1.9007 -0.026 0.938 -0.335
H -0.7742 2.0423 2.5658 0.241 -0.119 0.147
H -1.7156 3.1643 2.7584 -0.109 0.482 0.051
O -1.0423 2.6788 3.2473 -0.090 -0.600 -0.094
H -0.0577 2.7239 5.9987 -0.330 0.426 -0.409
H 0.2899 2.5154 4.4426 -0.681 0.417 0.537
O 0.5561 2.3542 5.3639 1.107 -0.576 0.109
H -4.1387 -1.7149 1.5580 0.300 -0.340 -0.653
H -4.1170 -1.0250 0.1197 -0.174 -0.699 -0.368
O -4.2044 -0.8951 1.0628 -0.196 1.445 0.963
H -0.9814 -0.2340 6.4539 0.339 0.366 0.685
H -0.4355 0.8538 5.3575 0.175 0.042 0.884
O -0.8241 -0.0153 5.5462 -0.669 -0.708 -1.444
H -1.2792 4.3616 -2.2955 0.534 -0.394 -0.113
H -1.4213 3.2122 -3.3381 0.402 0.137 0.072
O -1.8941 3.9024 -2.8677 -1.106 0.175 0.241
H -0.8598 2.9021 -0.0362 0.293 0.091 0.708
O -0.5830 2.0259 0.2814 0.146 0.459 -0.755
H -0.9332 5.0231 1.5793 0.106 -0.056 -0.232
H -1.9130 4.5358 0.4964 -0.153 0.154 -0.116
O -1.6678 4.4236 1.4169 -0.368 0.430 0.049
H 0.6690 4.0389 2.8484 -0.385 -0.204 0.287
O 1.2147 3.8198 2.0932 0.568 0.279 -0.352
H -1.3600 -1.0698 -1.4042 -0.164 -0.033 -0.074
H -2.0610 0.0214 -0.6326 -0.381 0.235 0.280
O -1.1907 -0.2459 -0.9405 0.347 -0.503 -0.121
H 2.1993 -1.1867 -1.1875 0.061 -0.057 -0.412
H 2.0746 -2.1714 -0.1023 0.068 -0.692 -0.015
O 1.6047 -1.8854 -0.8872 0.146 0.909 0.109
H -2.2127 -0.3429 2.5556 0.122 -0.095 -0.040
H -1.2994 -0.4780 3.8169 0.042 0.021 0.215
O -1.2949 -0.4295 2.8478 -0.108 0.068 -0.407
H -0.7684 -2.5261 -0.2925 -0.268 0.474 -0.169
H -0.0130 -2.9326 0.8991 -0.071 -0.581 -0.048
O -0.3881 -3.3161 0.0852 -0.249 0.015 1.071
H -5.3620 -3.0441 -1.6498 -0.141 -0.090 0.077
H -4.2167 -4.0723 -1.7681 -0.163 -0.175 -0.170
O -4.4172 -3.1611 -1.5404 0.296 -0.396 0.592
H -3.6481 -1.7716 4.1001 0.275 0.004 0.287
H -3.0215 -1.0412 5.3325 0.152 -0.089 -0.312
O -3.8462 -1.3541 4.9469 -0.358 0.063 -0.014
H 0.0447 6.7734 -1.2781 -0.034 0.235 -0.056
H -0.3819 6.4736 -2.7091 0.040 -0.018 -0.216
O 0.3987 6.6168 -2.1612 -0.038 0.093 0.085
H -5.5757 2.5427 -1.1832 0.519 0.454 0.225
H -3.9807 2.1032 -1.1722 -0.727 0.682 0.514
O -4.9042 1.8996 -1.4001 -0.262 -0.861 -1.058
H 3.9312 0.5391 4.1802 -0.383 -0.348 -0.253
H 2.8304 -0.2765 3.4497 -0.259 -0.070 0.081
O 3.5982 -0.3629 4.0363 0.957 0.136 -0.401
H 1.6121 3.9925 -3.9324 0.018 0.057 -0.002
H 0.6064 3.3176 -4.8599 -0.234 -0.187 0.105
O 0.7010 3.6870 -3.9693 0.321 -0.046 -0.183
H 1.8726 -0.2959 5.9248 -0.053 -0.090 -0.098
O 2.0516 -1.2412 5.9183 -0.376 -0.312 0.772
H 2.4694 0.3282 -0.3404 0.151 0.305 0.492
H 3.9522 -0.0135 0.0869 -0.024 -0.122 0.556
O 3.3701 0.2276 -0.6704 -0.025 -0.070 -0.796
H -0.3564 1.6722 -0.5889 0.076 -0.777 0.242
H -0.0011 0.9545 -6.3857 -0.205 -0.648 0.177
H 2.1095 4.0557 2.3552 0.086 0.014 -0.050
H 3.7124 2.0185 -0.3101 -0.064 0.312 0.521
H 4.8779 -1.6349 -3.0305 0.241 -0.232 -0.683
H 2.8951 -1.3107 5.4611 -0.046 0.151 -0.170
O 0.4432 4.3121 -0.7904 0.184 0.131 -0.252
H 1.0447 4.1236 -0.0559 -0.157 0.135 0.151
H 0.8048 5.0095 -1.3747 -0.030 -0.344 0.296
O -1.7499 -5.1162 -1.9908 0.900 0.235 -0.248
H -1.0313 -5.0417 -2.6426 -0.262 -0.608 -0.344
H -1.2047 -4.8184 -1.2522 -0.300 -0.068 0.923
O -2.2206 0.1052 -3.6825 0.705 0.037 -0.794
H -2.9456 -0.0569 -3.0842 -0.735 -0.223 0.480
H -1.4223 -0.1614 -3.2165 0.059 0.315 0.101
O 1.0173 -4.2015 -1.9536 0.167 -0.434 -0.966
H 1.8727 -3.8139 -2.1714 0.116 -0.179 -0.051
H 0.4493 -3.4411 -2.1044 0.035 -0.007 0.346
O -2.6457 -3.2218 -3.7077 1.002 -0.254 0.789
H -2.5359 -4.0220 -3.1569 -0.790 -0.530 -0.722
H -2.0939 -2.7489 -3.0652 -0.310 1.090 -0.663
O -3.1797 1.9397 0.4755 -0.062 -0.017 0.358
H -2.2861 1.7461 0.7861 0.295 0.009 -0.077
H -3.7879 1.5272 1.1001 -0.137 -0.220 -0.163
O -0.6905 -1.3772 -5.6720 0.316 0.160 0.101
H -0.6485 -2.2020 -6.1584 -0.249 -0.150 0.059
H -1.5894 -1.2714 -5.3342 -0.063 -0.238 -0.040
```
Positions in Å, forces in eV/Å.

Entry 3:
ORCA calculation (ωB97M-V/def2-TZVPD) on a cluster of 2 separate species, C22H20Cl2O3S in total.

For the strongest force on any atom, the calculation gives 2.26 eV/A. The HOMO energy comes out at -6.32 eV. Its net charge is 0. As for the frontier orbital gap: 0.145 Ha.

XYZ file:
```
48
Properties=species:S:1:pos:R:3:forces:R:3
Cl 3.9519 7.1908 3.5265 0.095 0.185 0.197
C 3.3546 5.8246 2.6640 -0.541 -0.927 -0.690
C 2.1552 5.9244 1.9471 0.369 -0.265 0.116
C 1.7105 4.8390 1.1875 0.234 0.337 0.017
C 2.4715 3.6787 1.1008 -0.379 -0.253 0.215
S 1.9285 2.3621 -0.0508 0.296 0.139 0.205
C 1.0497 1.1316 0.7501 1.819 -0.770 -0.475
Cl -0.6051 1.2936 0.7925 -2.146 0.380 0.595
O 1.0381 3.0270 -0.9868 0.505 -0.288 0.345
O 3.1915 1.7871 -0.4743 -0.198 0.033 -0.021
C 3.6220 3.5474 1.8840 0.079 0.360 -0.041
C 4.0745 4.6224 2.6585 -0.353 0.122 -0.226
H 1.5972 6.8537 1.9550 0.035 -0.091 0.052
H 0.7970 4.9209 0.6087 0.116 -0.012 0.008
H 1.5647 0.5518 1.5235 -0.274 0.418 -0.258
H 4.2017 2.6299 1.8584 -0.082 0.105 -0.097
H 4.9973 4.5549 3.2271 -0.150 -0.060 -0.079
C -4.1432 -3.3454 3.7020 0.553 -0.114 -0.105
O -2.7038 -3.6124 3.7968 -0.337 0.314 -1.054
C -1.9865 -3.3633 2.6678 -0.344 0.032 -0.239
C -0.5748 -3.2844 2.7721 -0.568 -0.004 0.187
C 0.1547 -2.7779 1.7247 -0.125 0.304 -0.367
C -0.4612 -2.3830 0.4873 -0.530 -0.010 0.217
C 0.2714 -1.7075 -0.5196 0.837 -0.780 0.381
C -0.1474 -1.5418 -1.8836 -0.540 0.941 -1.347
C 0.7590 -1.8031 -2.9602 -0.066 0.144 0.770
C 0.3975 -1.5801 -4.2802 -0.047 0.068 0.106
C -0.8346 -0.9774 -4.5839 0.004 0.075 0.592
C -1.2011 -0.6087 -5.9834 -0.215 -0.085 -0.341
C -1.7419 -0.7117 -3.5466 0.321 -0.103 0.057
C -1.4258 -1.0066 -2.2261 0.524 -0.284 0.298
C -1.8418 -2.7309 0.3316 0.074 0.040 0.219
C -2.5922 -3.1902 1.3953 -0.118 0.132 0.473
H -4.5138 -3.4511 4.7224 0.064 0.010 -0.221
H -4.3120 -2.3151 3.3332 0.118 -0.528 0.206
H -4.6453 -4.0726 3.0349 0.309 0.316 0.409
H -0.1281 -3.5784 3.7196 0.044 0.163 -0.234
H 1.2353 -2.6820 1.8190 -0.221 0.146 0.033
H 1.2983 -1.4034 -0.2819 -0.216 -0.467 -0.186
H 1.7520 -2.1977 -2.7084 -0.428 0.169 -0.200
H 1.0822 -1.8423 -5.0992 -0.266 0.192 0.474
H -2.2792 -0.4447 -6.0273 0.055 -0.071 -0.213
H -0.7289 0.3103 -6.3579 0.092 -0.237 0.317
H -0.9285 -1.4238 -6.6589 -0.094 0.139 -0.084
H -2.6998 -0.2450 -3.7879 0.290 -0.154 0.121
H -2.1277 -0.7785 -1.4205 0.274 0.138 -0.392
H -2.3622 -2.6294 -0.6205 0.389 0.038 0.247
H -3.6716 -3.3615 1.2677 0.742 0.062 0.012
```
Positions in Å, forces in eV/Å.

Which value of net charge does entry 2 give? 0